(1)
Entry from the Open Molecules 2025 dataset: C22H30N4O2 in the gas phase (ωB97M-V/def2-TZVPD).

```
58
Properties=species:S:1:pos:R:3:mulliken_charge:R:1
O -0.33 -1.49 2.54 -0.79
O -0.66 1.89 -0.92 -0.67
N 2.76 0.04 1.98 -0.88
N -1.23 0.20 0.45 0.23
N 1.48 -0.16 2.23 0.76
N -4.71 0.07 -0.94 0.21
C 5.30 0.59 0.96 -0.43
C -0.53 1.30 0.14 0.55
C 0.87 -1.40 2.32 0.86
C -4.82 -1.19 -1.64 -0.54
C -3.80 1.55 -2.80 -1.37
C 4.97 -0.64 1.52 0.78
C 6.61 0.92 0.69 -0.75
C -2.25 -0.31 -0.43 -0.88
C -6.28 1.16 -2.42 -1.07
C 0.71 1.05 2.45 -1.10
C 3.08 -2.30 1.86 -0.53
C -6.44 -0.14 -3.22 -0.63
C 3.57 -0.96 1.79 0.61
C 9.06 0.37 0.66 -1.41
C -3.66 0.13 0.04 -0.98
C 7.64 0.02 0.97 0.93
C 6.00 -1.54 1.80 -0.79
C 1.77 -2.51 2.12 -0.86
C -4.90 1.26 -1.76 0.23
C -6.20 -1.32 -2.29 -0.92
C 7.31 -1.21 1.53 -0.77
C 0.47 1.83 1.17 -0.44
H 6.85 1.88 0.26 0.38
H 9.26 0.19 -0.40 0.28
H -7.04 1.18 -1.64 0.36
H -6.44 2.02 -3.07 0.40
H -1.11 -0.29 1.33 0.15
H -4.68 -1.99 -0.90 0.47
H -3.95 -0.50 0.89 0.36
H -6.26 -2.26 -2.83 0.37
H 9.25 1.42 0.86 0.36
H 3.75 -3.13 1.68 0.34
H 8.09 -1.91 1.77 0.35
H -4.93 2.11 -1.07 0.33
H -2.04 0.08 -1.42 0.52
H 0.12 2.84 1.43 0.35
H -7.44 -0.19 -3.65 0.34
H -5.72 -0.16 -4.04 0.32
H -2.17 -1.40 -0.45 0.30
H 1.42 1.96 0.64 0.19
H -4.04 -1.31 -2.41 0.27
H 4.51 1.29 0.74 0.45
H 5.78 -2.49 2.26 0.34
H -2.88 1.84 -2.31 0.29
H 1.34 -3.50 2.17 0.44
H -3.61 0.69 -3.43 0.29
H -6.95 -1.32 -1.50 0.35
H 9.75 -0.24 1.24 0.37
H -4.11 2.38 -3.43 0.47
H -0.22 0.77 2.95 0.46
H -3.58 1.16 0.40 0.34
H 1.30 1.68 3.13 0.43
```

Its structure (SMILES) is Cc1ccc(-c2ccc(=O)n(CCC(=O)NCCN3CCCC[C@@H]3C)n2)cc1. The HOMO energy comes out at -7.80 eV. The calculation puts the HOMO-LUMO gap at 7.603 eV. Its net charge is 0. The value obtained for the energy relative to the best compared isomer or geometry (same formula, charge and spin) is 50.1 kcal per mole.

---

(2)
Entry from the Open Molecules 2025 dataset: C21H35CrFP2 as an isolated structure (ωB97M-V/def2-TZVPD).

```
60
Properties=species:S:1:pos:R:3:mulliken_charge:R:1
Cr 0.70 -0.83 3.94 0.42
P -0.02 -2.26 -2.46 1.12
P 0.23 1.74 -2.13 1.50
F -0.50 3.78 7.30 -0.32
C -1.44 2.44 5.57 -0.46
C -0.40 -0.85 -3.52 -1.36
C 0.39 0.48 -3.46 -1.19
C -1.31 -3.50 -2.90 -1.64
C -1.25 1.28 -0.15 -1.22
C 0.89 -1.90 -0.94 -0.41
C 1.57 2.90 -2.48 -1.54
C 1.15 2.03 4.57 -0.59
C 1.13 0.49 0.21 -0.55
C 0.63 -2.90 4.35 -1.19
C -0.33 3.07 6.14 0.46
C 1.40 -3.12 -3.26 -1.67
C -1.86 0.08 -0.69 0.04
C 0.16 1.58 -0.41 0.12
C 0.96 2.94 5.62 -0.51
C -1.21 1.50 4.55 -0.34
C 1.68 -0.61 -0.72 -1.15
C -1.26 2.65 -2.66 -1.50
C -0.57 -2.18 -0.70 -0.36
C 0.10 1.20 4.21 0.07
C -1.53 -1.26 0.01 -0.91
H -2.44 2.65 5.95 0.39
H 1.36 3.43 -3.41 0.44
H -0.28 -3.17 4.92 0.33
H 2.12 1.97 4.07 0.35
H 1.47 0.31 -3.63 0.55
H 2.24 -2.43 -3.44 0.36
H -2.06 1.01 4.07 0.36
H 2.02 -0.19 -1.68 0.45
H -0.18 -1.27 -4.52 0.65
H 1.75 -3.94 -2.63 0.42
H -1.20 -1.09 1.05 -0.04
H 0.65 0.04 1.09 -0.44
H -1.08 -3.94 -3.88 0.46
H -1.56 -0.04 -1.75 -1.07
H -2.30 -3.02 -2.95 0.39
H 2.52 2.36 -2.56 0.39
H -1.52 3.42 -1.93 0.39
H -2.13 1.98 -2.77 0.37
H -0.76 -3.22 -0.38 0.65
H 1.79 3.50 6.05 0.38
H 0.64 -3.51 3.44 0.28
H 1.51 -2.77 -0.68 0.71
H 2.62 -0.96 -0.24 0.59
H 1.50 -3.19 4.96 0.30
H -2.49 -1.80 0.10 0.59
H 0.45 2.57 -0.01 0.71
H -2.95 0.23 -0.72 0.45
H 0.05 1.05 -4.35 0.62
H 2.01 1.04 0.61 0.62
H -1.34 -4.30 -2.15 0.38
H 1.05 -3.52 -4.22 0.48
H -1.49 -0.69 -3.52 0.43
H 1.64 3.63 -1.65 0.40
H -1.85 2.00 0.40 0.35
H -1.06 3.12 -3.63 0.51
```

The HOMO energy (alpha / beta) comes out at -4.71 / -4.78 eV. Its spin multiplicity is 5. The calculation puts the HOMO-LUMO gap (alpha / beta) at 3.967 / 4.511 eV. Its net charge is 0. The expectation value of S² is 6.06. The value obtained for the energy relative to the best compared isomer or geometry (same formula, charge and spin) is 0.0 kcal per mole.

---

(3)
Entry from the Open Molecules 2025 dataset: C8H61FINO25PS as an isolated structure (ωB97M-V/def2-TZVPD).

```
99
Properties=species:S:1:pos:R:3:mulliken_charge:R:1
I -2.12 3.26 0.55 -0.19
S 0.50 3.76 -1.38 -0.25
P 0.16 2.09 0.10 -0.92
F -1.24 1.02 2.20 -0.25
O 1.83 -3.94 -0.59 -0.59
O -5.85 -2.19 -3.87 -0.65
O -1.73 5.76 -2.70 -0.52
O -3.01 -1.42 6.09 -0.66
O 4.75 6.31 0.70 -0.63
O -3.63 2.37 6.37 -0.62
O -6.20 2.06 4.03 -0.55
O -0.54 -8.21 -0.04 -0.64
O -1.55 -2.55 1.11 -0.62
O -1.05 1.60 -4.19 -0.69
O 5.30 -0.80 -3.55 -0.61
O -1.85 -2.93 -2.87 -0.69
O 4.87 0.81 0.23 -0.48
O 2.51 -7.80 -0.84 -0.61
O 2.70 2.00 -3.67 -0.63
O 0.06 -8.52 -3.12 -0.64
O -1.10 -5.37 -0.35 -0.55
O 3.43 4.04 -8.52 -0.64
O -0.49 1.04 -1.29 -0.24
O -7.68 2.25 6.79 -0.65
O 1.80 -0.09 -0.44 -0.23
O -3.75 0.44 3.78 -0.65
O -5.45 -1.12 -0.75 -0.67
O -2.46 -2.03 9.03 -0.64
O 3.26 4.52 -5.52 -0.71
N -2.57 -0.12 -1.13 -0.61
C -0.16 0.69 1.39 0.59
C 4.25 -0.01 -0.77 -0.36
C 3.05 -0.75 -0.25 -0.69
C 5.12 2.13 -0.16 -0.06
C 4.93 3.06 1.02 -0.89
C 0.99 0.51 2.35 -1.33
C -1.65 0.61 -1.22 0.46
C 1.86 1.32 -0.28 0.34
H -4.34 1.19 3.60 0.31
H 4.79 -0.02 -3.80 0.29
H -2.93 0.67 3.33 0.45
H -1.91 -3.63 -2.21 0.30
H 5.62 6.44 0.32 0.30
H -0.86 1.34 -3.27 0.37
H -6.66 2.22 4.86 0.29
H 3.21 3.72 -4.97 0.39
H 4.97 -0.76 -1.05 0.60
H 0.94 -8.37 -2.75 0.32
H -3.55 1.50 5.96 0.35
H -0.35 -0.26 0.92 0.17
H -6.01 -0.38 -0.98 0.32
H 4.24 7.07 0.41 0.30
H 4.00 0.52 -1.67 0.00
H 2.20 1.75 -1.20 0.06
H -1.84 -2.11 -2.37 0.35
H -7.42 2.01 7.68 0.31
H -8.37 1.61 6.57 0.32
H -1.71 0.97 -4.48 0.31
H -2.21 -2.32 0.44 0.28
H 4.37 3.85 -8.47 0.30
H 5.75 2.91 1.70 0.35
H -2.12 -1.60 5.78 0.29
H 4.89 4.10 0.72 0.14
H 2.99 -1.66 -0.82 0.38
H -2.65 -1.96 8.08 0.37
H 0.57 0.40 3.33 0.51
H -1.69 6.67 -2.39 0.27
H -2.44 -1.12 9.32 0.31
H 0.78 2.90 1.11 0.38
H 1.31 -3.68 0.18 0.25
H 6.16 2.23 -0.49 0.51
H 6.17 -0.65 -3.93 0.29
H 3.19 -1.06 0.78 0.26
H 4.01 2.82 1.54 0.14
H -4.31 2.25 7.04 0.28
H -0.54 3.66 -2.22 0.07
H 2.03 2.64 -3.36 0.21
H -4.57 -0.85 -1.06 0.42
H 1.23 -3.82 -1.33 0.30
H 2.34 4.72 -5.72 0.35
H -4.89 -2.25 -3.95 0.32
H -6.02 -2.33 -2.93 0.33
H 2.94 -6.95 -0.93 0.31
H -1.96 5.84 -3.64 0.27
H 2.47 1.86 -4.60 0.33
H 3.09 -8.42 -1.30 0.31
H -0.47 -8.83 -2.38 0.32
H -1.02 -4.57 0.18 0.21
H 0.35 -8.36 -0.39 0.28
H -1.11 -6.08 0.31 0.33
H -3.44 -0.99 5.34 0.29
H 3.21 4.31 -7.62 0.38
H 4.48 2.46 -0.98 0.10
H 1.51 -0.40 2.10 0.20
H -0.98 -7.71 -0.74 0.33
H -2.03 -2.43 1.94 0.27
H 1.65 1.37 2.37 0.20
H -6.86 2.17 3.35 0.26
H 2.53 1.60 0.52 0.11
```

The HOMO energy comes out at -5.28 eV. The calculation puts the HOMO-LUMO gap at 6.916 eV. Its net charge is -1. The value obtained for the energy relative to the best compared isomer or geometry (same formula, charge and spin) is 14.3 kcal per mole.

---

(4)
Entry from the Open Molecules 2025 dataset: a 2-piece molecular cluster, C3H7NO4S overall (ωB97M-V/def2-TZVPD).

```
16
Properties=species:S:1:pos:R:3:mulliken_charge:R:1
S -1.64 -0.29 -0.04 1.06
O 1.92 -1.61 -1.00 -0.43
O -1.45 -0.03 1.35 -0.58
O -0.87 -1.74 -0.48 -0.43
O -2.94 -0.39 -0.62 -0.58
N -0.35 2.03 -0.45 -0.44
C -0.54 0.75 -0.97 -0.37
C 1.59 -0.78 -0.22 0.46
C 1.68 -0.59 1.26 -0.86
H -0.53 2.88 -1.02 0.26
H -0.83 0.52 -1.96 0.40
H 2.40 -1.19 1.80 0.39
H -0.64 -1.57 -1.34 0.31
H -0.74 2.23 0.51 0.29
H 2.19 0.44 1.36 0.26
H 0.76 -0.65 1.83 0.25
```

The HOMO energy (alpha / beta) comes out at -6.97 / -11.50 eV. Its spin multiplicity is 3. The calculation puts the HOMO-LUMO gap (alpha / beta) at 7.435 / 10.472 eV. Its net charge is 0. The expectation value of S² is 2.01. The value obtained for the energy relative to the best compared isomer or geometry (same formula, charge and spin) is 0.0 kcal per mole.

---

(5)
Entry from the Open Molecules 2025 dataset: a 6-piece molecular cluster, C31H65N4O18P2S2 overall (ωB97M-V/def2-TZVPD).

```
122
Properties=species:S:1:pos:R:3:mulliken_charge:R:1
S 2.25 6.39 -4.01 -0.22
S -2.68 3.12 -2.45 -0.06
P 1.96 4.72 -4.88 0.18
P -1.26 5.78 -4.23 0.23
O -0.49 0.98 -2.32 -0.52
O -4.91 5.62 2.54 -0.41
O 7.25 -4.46 -3.64 -0.28
O -0.98 3.87 0.84 -0.38
O 6.46 -0.13 -1.76 -0.32
O 5.75 -5.69 -4.81 -0.57
O 8.24 -0.90 -2.92 -0.53
O -5.76 -6.50 3.39 -0.27
O 7.99 -1.24 -0.70 -0.37
O -3.13 -0.25 2.27 -0.54
O -5.76 3.62 3.12 -0.57
O -6.17 5.51 4.30 -0.36
O -4.16 -1.97 1.22 -0.42
O -6.12 -6.06 5.47 -0.30
O 3.27 2.35 -3.03 -0.34
O -4.48 0.03 0.48 -0.44
O 7.97 -5.78 -5.19 -0.35
O -7.31 -7.71 4.48 -0.56
N -2.79 5.74 -4.37 -0.61
N 0.67 1.26 0.95 -0.09
N -1.09 3.16 -3.10 0.16
N 0.75 3.71 -4.09 0.19
C -3.85 -0.70 1.41 0.75
C 5.77 -4.92 -1.75 -1.27
C 7.74 -6.78 -6.19 -0.65
C 7.64 -0.77 -1.89 0.68
C -7.00 4.76 5.19 -0.63
C 9.24 -1.96 -0.67 -0.05
C -4.39 -2.90 3.47 -1.08
C 2.23 1.66 -3.69 -1.48
C 6.18 -3.95 -2.83 0.40
C -5.30 4.79 0.27 -1.12
C 0.95 2.42 -3.58 0.39
C -0.23 3.35 1.97 0.73
C -3.61 -2.90 2.17 -0.16
C -4.31 1.44 0.64 0.00
C -0.88 1.10 -0.91 0.13
C -5.64 4.81 3.31 0.73
C -6.78 -6.33 6.72 -0.23
C -6.20 -7.54 7.42 -1.08
C -0.31 1.83 1.88 -0.71
C -0.49 4.14 -3.80 -0.08
C -6.48 -6.84 4.46 0.73
C -4.32 4.93 1.42 0.30
C -0.19 2.10 -2.95 0.79
C -0.75 3.92 3.29 -1.28
C 3.20 3.59 -0.95 -1.33
C -6.00 -7.29 2.23 -0.67
C 3.22 2.23 -1.60 0.51
C 0.07 0.33 -0.01 -1.36
C 6.88 -5.34 -4.57 0.74
C 10.43 -1.02 -0.67 -1.19
C 5.97 0.44 -2.97 -0.26
H 4.98 0.81 -2.76 -0.27
H -4.73 1.89 -0.26 0.31
H 0.87 -0.14 -0.59 0.67
H 6.60 1.28 -3.28 0.32
H -3.69 -3.87 1.68 0.35
H -3.95 3.97 1.76 0.02
H 9.19 -2.53 0.25 0.37
H -5.66 5.76 -0.05 0.41
H 6.63 -5.20 -1.15 0.30
H 3.21 3.46 0.14 0.41
H 2.33 1.67 -1.28 -0.41
H -4.80 4.29 -0.56 0.07
H 10.35 -0.31 0.16 0.30
H 1.38 0.75 1.47 0.29
H -7.25 5.44 6.00 0.23
H -1.03 3.14 4.00 0.38
H -2.56 -2.67 2.33 0.24
H 5.34 -3.68 -3.47 0.36
H -0.20 1.41 2.88 0.56
H 8.69 -6.93 -6.68 0.23
H 10.49 -0.46 -1.60 0.31
H -5.45 -6.81 1.42 0.19
H -5.44 -3.10 3.28 0.26
H -3.47 5.55 1.13 0.39
H -3.26 1.69 0.73 -0.29
H 2.06 0.66 -3.30 0.43
H -7.06 -7.32 1.99 0.32
H -5.63 -8.30 2.38 0.31
H -6.16 4.18 0.55 0.31
H 4.11 1.69 -1.27 0.51
H 3.00 3.80 -4.90 0.05
H -6.47 3.89 5.57 0.30
H 1.42 4.74 -6.17 0.17
H 5.94 -0.29 -3.77 0.35
H 6.59 -3.04 -2.40 -0.25
H 2.30 4.15 -1.20 0.15
H 7.00 -6.43 -6.91 0.30
H -1.32 1.58 1.55 -0.41
H -0.62 4.74 0.64 0.25
H -1.91 0.75 -0.84 0.44
H -4.30 -1.94 3.98 0.38
H -4.01 -3.68 4.13 0.34
H 9.27 -2.65 -1.51 0.19
H 2.52 1.55 -4.74 0.56
H -1.65 4.51 3.09 0.16
H -0.45 6.12 -5.33 0.11
H -5.12 -7.42 7.56 0.29
H -6.66 -7.66 8.40 0.36
H 5.33 -5.82 -2.18 0.38
H -6.38 -8.45 6.85 0.32
H -4.86 1.81 1.51 0.44
H -0.85 2.16 -0.63 0.26
H -2.45 4.10 -1.56 0.14
H -7.85 -6.45 6.54 0.32
H -0.77 6.52 -3.15 0.15
H 4.08 4.17 -1.22 0.35
H 7.39 -7.70 -5.73 0.29
H -3.17 5.92 -5.29 0.25
H 5.02 -4.45 -1.10 0.37
H -6.63 -5.43 7.31 0.29
H -7.91 4.44 4.68 0.29
H -0.02 4.58 3.76 0.36
H 0.82 3.64 1.82 0.15
H -0.49 -0.48 0.47 0.12
H 11.35 -1.60 -0.55 0.39
```

The HOMO energy comes out at -11.70 eV. The calculation puts the HOMO-LUMO gap at 8.189 eV. Its net charge is +1.

---

(6)
Entry from the Open Molecules 2025 dataset: C41H49BaN4O4P2S as an isolated structure (ωB97M-V/def2-TZVPD).

```
102
Properties=species:S:1:pos:R:3:mulliken_charge:R:1
Ba -0.37 -0.62 0.59 0.16
S 1.37 -0.61 -2.05 -0.17
P -1.82 -2.56 -1.76 1.85
P -0.03 -3.99 0.51 1.15
O -0.91 1.84 0.67 -0.55
O -2.12 4.75 -4.12 -0.55
O 1.93 -0.21 1.33 0.87
O -0.98 4.48 -5.99 -0.50
N 0.67 4.42 -0.06 0.07
N 3.53 1.25 -0.12 0.35
N -3.21 -0.34 1.18 -0.26
N 0.13 -1.03 3.33 0.63
C 4.36 1.10 0.87 -0.31
C 0.56 0.67 -2.91 0.90
C 6.00 -0.66 5.21 -1.63
C 3.61 -0.95 4.42 -0.44
C 2.57 -0.83 3.52 0.79
C 1.31 3.18 -0.50 0.69
C -3.32 -3.50 -1.23 -1.37
C 2.77 3.48 -0.82 -0.88
C -3.25 2.10 0.60 0.93
C 4.12 0.30 2.01 0.02
C -2.39 -1.92 -3.38 -1.82
C -5.42 5.22 0.71 -1.72
C -0.66 2.89 -4.19 0.30
C 1.23 -1.20 3.97 -1.21
C -1.31 2.21 -3.16 -0.65
C -1.31 4.11 -4.73 0.63
C -1.90 2.62 0.59 0.27
C -0.70 -3.94 -2.22 0.35
C -2.93 4.87 0.58 -0.92
C 0.05 -4.58 -1.23 0.06
C -2.77 -0.13 2.56 -0.77
C -4.32 2.95 0.60 -0.36
C -3.43 0.63 0.40 -0.71
C 1.19 1.34 -3.97 -0.98
C 0.26 -5.42 -3.87 -0.76
C -4.19 4.36 0.64 0.15
C 1.73 -4.08 1.04 -1.44
C -1.09 -1.33 4.10 -1.33
C -0.57 4.74 0.27 -0.48
C 3.59 2.24 -1.18 -1.17
C 2.83 -0.26 2.23 -0.02
C 5.14 0.16 2.99 -0.64
C 0.87 -5.65 -1.57 -0.74
C 0.59 2.43 -4.60 -0.92
C -0.72 -5.46 1.37 -1.46
C -1.77 4.04 0.49 0.48
C 4.92 -0.49 4.18 0.21
C -0.58 -4.37 -3.54 -0.73
C -2.30 -1.47 3.18 -0.26
C -0.72 1.12 -2.55 0.03
C 0.98 -6.07 -2.89 -0.96
H 5.29 1.68 0.82 0.44
H -3.11 -4.00 -0.28 0.24
H 1.63 -6.90 -3.14 0.41
H -3.79 0.35 -0.59 0.39
H 1.15 2.94 -5.38 0.34
H 3.24 3.96 0.05 0.48
H -1.13 -3.88 -4.33 0.28
H -2.80 5.94 0.55 0.31
H -0.16 -6.36 1.13 0.44
H 6.13 -1.71 5.47 0.36
H -0.68 -5.29 2.45 0.44
H -5.32 2.52 0.58 0.53
H 0.79 2.79 -1.37 -0.45
H -3.62 -4.24 -1.97 0.39
H 6.11 0.59 2.78 0.37
H -1.25 0.66 -1.73 -0.16
H 0.35 -5.73 -4.91 0.42
H 3.19 1.76 -2.07 0.08
H 2.31 -3.40 0.43 0.37
H 1.27 5.23 -0.13 0.35
H -2.28 2.58 -2.83 0.50
H 2.70 0.64 -0.08 -0.32
H -6.07 5.05 -0.16 0.36
H 2.84 4.18 -1.66 0.55
H -5.15 6.28 0.72 0.37
H -3.12 -1.89 3.76 0.48
H -0.67 5.82 0.38 0.40
H -6.00 5.02 1.60 0.35
H 6.95 -0.29 4.84 0.37
H -1.26 -0.51 4.80 0.35
H -0.98 -2.24 4.68 0.64
H -3.11 -1.12 -3.20 0.38
H 1.20 -1.59 5.00 0.30
H 5.76 -0.12 6.13 0.34
H 1.24 2.44 0.30 0.11
H -1.76 -5.61 1.09 0.32
H -1.54 -1.49 -3.92 0.48
H 4.63 2.51 -1.36 0.48
H -2.09 -2.21 2.40 0.02
H 2.16 1.00 -4.29 0.58
H -3.60 0.26 3.15 0.48
H -4.13 -2.79 -1.06 0.44
H 3.40 -1.41 5.39 0.45
H 1.45 -6.16 -0.81 0.26
H 1.80 -3.76 2.08 0.38
H 2.15 -5.09 0.96 0.50
H -2.87 -2.68 -4.00 0.54
H -2.00 0.65 2.63 0.30
H -0.46 3.78 -6.42 0.33
```

The HOMO energy comes out at -9.29 eV. The calculation puts the HOMO-LUMO gap at 6.419 eV. Its net charge is +1. The value obtained for the energy relative to the best compared isomer or geometry (same formula, charge and spin) is 12.9 kcal per mole.

---

(7)
Entry from the Open Molecules 2025 dataset: C18H16ClNO5 in the gas phase (ωB97M-V/def2-TZVPD).

```
41
Properties=species:S:1:pos:R:3:mulliken_charge:R:1
Cl 3.34 -1.94 -1.37 -0.26
O -4.40 1.60 0.83 -0.24
O 5.29 -0.10 0.09 -0.30
O -0.94 0.88 -1.64 -0.40
O -1.82 3.82 0.09 -0.64
O -1.71 -3.81 -0.29 -0.46
N 0.40 2.32 -0.30 -0.12
C -3.88 1.47 -0.09 0.20
C -0.76 1.70 -0.89 0.36
C -2.73 -1.97 -1.42 -0.73
C 6.25 0.29 0.93 -1.17
C 2.51 2.21 0.47 -0.43
C -3.27 2.43 -1.05 -0.40
C 1.79 0.53 -1.00 -0.74
C -3.06 -0.78 1.14 -0.48
C -1.96 2.81 -0.77 0.35
C -2.28 -2.68 -0.16 0.82
C -1.44 -4.62 0.98 -0.83
C 3.69 1.72 0.83 -0.78
C 2.97 -0.17 -0.46 -0.23
C 4.06 0.51 0.13 0.82
C 1.51 1.64 -0.04 0.48
C -2.49 -2.15 0.93 0.47
C -3.17 -0.68 -1.43 -0.95
C -3.40 -0.15 0.07 0.22
H -0.80 -3.98 1.53 0.39
H -3.47 -0.04 -2.23 0.42
H 4.61 2.17 1.25 0.35
H -2.52 -2.58 -2.26 0.43
H -3.95 3.38 -1.10 0.33
H 6.64 1.25 0.45 0.42
H 0.16 3.01 0.30 0.30
H -3.15 -0.15 2.29 0.10
H 7.12 -0.40 0.59 0.25
H -3.16 1.83 -2.21 0.15
H -0.98 -5.59 0.54 0.24
H 2.36 3.04 1.01 0.48
H 1.09 -0.11 -1.33 0.59
H 6.11 0.57 1.83 0.54
H -2.26 -4.85 1.73 0.30
H -2.29 -2.41 2.04 0.15
```

Its structure (SMILES) is COc1ccc(C(=O)CC(=O)C(=O)Nc2ccc(OC)c(Cl)c2)cc1. The HOMO energy comes out at -8.42 eV. The calculation puts the HOMO-LUMO gap at 7.513 eV. Its net charge is 0. The value obtained for the energy relative to the best compared isomer or geometry (same formula, charge and spin) is 337.6 kcal per mole.

---

| no. | largest force on an atom (eV Å⁻¹) |
| --- | --- |
| 1 | 0.9 |
| 2 | 3.9 |
| 3 | 3.9 |
| 4 | 5.9 |
| 5 | 0.9 |
| 6 | 0.8 |
| 7 | 19.4 |